# 1
A molecular structure, C44H59EuFN2O3. Source: the OMol25 dataset; level of theory: ωB97M-V with the def2-TZVPD basis set.

Geometry (Å):
1 Eu -0.650 0.721 -0.230
2 C -1.876 3.671 -2.262
3 O -1.697 2.265 -2.346
4 C -2.507 1.680 -3.339
5 C -2.180 0.207 -3.462
6 O -2.083 -0.452 -2.212
7 C -3.284 -1.012 -1.704
8 C -4.186 0.034 -1.082
9 O -3.388 0.932 -0.350
10 C -4.115 2.046 0.142
11 H -1.770 4.133 -3.248
12 H -2.866 3.905 -1.860
13 H -1.116 4.056 -1.589
14 H -3.562 1.843 -3.095
15 H -2.318 2.152 -4.311
16 H -2.933 -0.280 -4.091
17 H -1.214 0.080 -3.938
18 H -3.827 -1.531 -2.500
19 H -2.975 -1.752 -0.968
20 H -4.745 0.582 -1.849
21 H -4.914 -0.457 -0.426
22 H -4.923 1.732 0.806
23 H -3.416 2.674 0.688
24 H -4.541 2.613 -0.693
25 C 4.843 -0.802 0.096
26 C 3.823 0.338 0.121
27 C 4.221 1.437 1.118
28 C 3.645 0.920 -1.271
29 C 4.718 1.596 -1.842
30 C 4.621 2.195 -3.085
31 C 3.421 2.136 -3.772
32 C 2.324 1.465 -3.245
33 C 1.036 1.408 -4.041
34 C 0.652 2.764 -4.630
35 C 1.112 0.343 -5.140
36 C 2.449 0.823 -2.002
37 N 1.346 0.067 -1.458
38 C 1.280 -1.152 -1.874
39 C 0.484 -2.282 -1.432
40 C 0.609 -3.400 -2.297
41 C 0.130 -4.646 -2.014
42 C -0.473 -4.841 -0.757
43 C -0.609 -3.807 0.127
44 C -0.200 -2.460 -0.169
45 N -0.422 -1.467 0.722
46 C -0.670 -1.873 2.069
47 C -1.979 -1.915 2.590
48 C -2.189 -2.329 3.903
49 C -1.139 -2.698 4.721
50 C 0.150 -2.636 4.219
51 C 0.409 -2.225 2.916
52 C 1.863 -2.159 2.483
53 C 2.507 -3.549 2.423
54 C 2.651 -1.245 3.426
55 C -3.195 -1.585 1.749
56 C -4.102 -0.570 2.445
57 C -3.976 -2.847 1.374
58 H 4.924 -1.272 1.078
59 H 5.836 -0.436 -0.185
60 H 4.553 -1.573 -0.626
61 H 2.870 -0.070 0.442
62 H 5.081 2.009 0.758
63 H 4.488 1.008 2.085
64 H 3.396 2.138 1.273
65 H 5.651 1.661 -1.292
66 H 5.469 2.720 -3.509
67 H 3.337 2.621 -4.739
68 H 0.258 1.133 -3.346
69 H 1.373 3.099 -5.381
70 H 0.593 3.529 -3.853
71 H -0.321 2.699 -5.129
72 H 1.954 0.548 -5.808
73 H 0.199 0.331 -5.748
74 H 1.258 -0.657 -4.722
75 H 1.983 -1.423 -2.668
76 H 1.139 -3.243 -3.234
77 H 0.253 -5.464 -2.713
78 H -0.830 -5.827 -0.475
79 H -1.072 -3.994 1.088
80 H -3.204 -2.377 4.290
81 H -1.320 -3.018 5.741
82 H 0.982 -2.908 4.864
83 H 1.895 -1.730 1.485
84 H 2.542 -4.006 3.419
85 H 3.533 -3.479 2.048
86 H 1.949 -4.215 1.763
87 H 2.557 -1.573 4.465
88 H 2.292 -0.214 3.370
89 H 3.713 -1.257 3.177
90 H -2.830 -1.135 0.838
91 H -4.431 -0.931 3.423
92 H -5.003 -0.390 1.852
93 H -3.588 0.382 2.600
94 H -4.320 -3.366 2.274
95 H -3.356 -3.543 0.802
96 H -4.860 -2.601 0.774
97 F 0.489 2.824 6.484
98 C 0.351 2.867 5.129
99 C 0.376 4.090 4.491
100 C 0.243 4.123 3.106
101 C 0.070 2.963 2.333
102 C -0.077 2.965 0.820
103 C 0.044 1.760 3.051
104 C 0.189 1.694 4.436
105 H 0.509 4.995 5.074
106 H 0.273 5.082 2.597
107 H 0.922 3.198 0.407
108 H -0.673 3.853 0.550
109 H -0.087 0.823 2.525
110 H 0.172 0.747 4.968

Results
**LUMO level (spin up / spin down)**: 0.231 / 0.231 eV
**DFT total energy**: -77754.3462 eV
**Orbital gap (spin up / spin down)**: 6.364 / 6.974 eV
**Spin multiplicity**: 8

These are the Löwdin partial charges, in e, on atoms 1 to 5:
1. Eu 1.60
2. C -0.08
3. O -0.27
4. C -0.20
5. C -0.15


# 2
A molecular structure, C44H59InN10OPS. Source: the OMol25 dataset; level of theory: ωB97M-V with the def2-TZVPD basis set.

Geometry (Å):
1 C 1.872 -9.784 -3.494
2 C 0.913 -9.152 -3.929
3 In -0.640 -7.669 -4.689
4 O -1.959 -8.700 -5.943
5 C -1.704 -8.270 -7.299
6 C -0.255 -8.624 -7.817
7 P -1.746 -6.436 -2.766
8 S -2.474 -4.733 -3.485
9 H 2.915 -10.035 -3.191
10 H 0.247 -6.493 -5.711
11 H -2.429 -8.800 -7.996
12 H -1.919 -7.152 -7.329
13 H 0.560 -7.966 -7.403
14 H -0.242 -8.441 -8.940
15 H -0.048 -9.722 -7.642
16 H -0.741 -6.075 -1.798
17 H -2.811 -7.182 -2.176
18 N -1.667 -1.355 -3.137
19 C -1.674 -0.125 -3.732
20 C -1.311 0.805 -2.790
21 C -1.070 0.104 -1.582
22 C -1.296 -1.228 -1.831
23 H -1.899 -2.227 -3.592
24 H -1.938 -0.016 -4.772
25 H -1.227 1.869 -2.951
26 H -0.765 0.526 -0.636
27 H -1.225 -2.093 -1.191
28 N -0.111 1.567 2.036
29 C 0.433 2.649 2.673
30 C 1.701 2.311 3.076
31 C 1.930 0.975 2.659
32 C 0.795 0.545 2.018
33 H -1.036 1.530 1.640
34 H -0.128 3.564 2.787
35 H 2.386 2.952 3.608
36 H 2.828 0.393 2.811
37 H 0.555 -0.398 1.553
38 N 1.167 5.692 0.918
39 C 1.844 6.815 1.313
40 C 1.526 7.828 0.446
41 C 0.619 7.298 -0.507
42 C 0.414 5.979 -0.188
43 H 1.215 4.793 1.372
44 H 2.492 6.794 2.175
45 H 1.903 8.838 0.491
46 H 0.166 7.824 -1.334
47 H -0.199 5.222 -0.651
48 N -2.053 -11.602 -3.726
49 C -1.647 -12.892 -3.917
50 C -1.781 -13.561 -2.726
51 C -2.294 -12.638 -1.781
52 C -2.453 -11.438 -2.430
53 H -2.057 -10.881 -4.433
54 H -1.296 -13.223 -4.882
55 H -1.538 -14.599 -2.554
56 H -2.521 -12.829 -0.744
57 H -2.815 -10.485 -2.080
58 N -2.346 9.560 2.578
59 C -1.297 8.739 2.260
60 C -0.550 8.549 3.394
61 C -1.174 9.279 4.438
62 C -2.280 9.890 3.906
63 H -3.054 9.873 1.937
64 H -1.173 8.363 1.256
65 H 0.345 7.952 3.466
66 H -0.849 9.349 5.465
67 H -3.024 10.530 4.354
68 N 1.704 -1.545 5.124
69 C 2.107 -2.838 4.922
70 C 1.972 -3.514 6.109
71 C 1.462 -2.596 7.061
72 C 1.304 -1.391 6.423
73 H 1.700 -0.820 4.424
74 H 2.456 -3.164 3.955
75 H 2.211 -4.553 6.273
76 H 1.235 -2.795 8.097
77 H 0.944 -0.439 6.781
78 N -3.569 11.789 -0.337
79 C -3.008 12.912 -0.883
80 C -3.291 13.970 -0.058
81 C -4.046 13.467 1.032
82 C -4.200 12.119 0.834
83 H -3.525 10.866 -0.733
84 H -2.460 12.860 -1.810
85 H -2.987 14.993 -0.218
86 H -4.433 14.029 1.867
87 H -4.703 11.367 1.422
88 N 4.965 -2.977 2.456
89 C 5.579 -3.791 3.371
90 C 6.382 -4.666 2.687
91 C 6.252 -4.368 1.306
92 C 5.375 -3.320 1.195
93 H 4.316 -2.242 2.675
94 H 5.390 -3.676 4.427
95 H 6.995 -5.436 3.129
96 H 6.747 -4.864 0.485
97 H 5.007 -2.791 0.330
98 N -7.463 9.599 1.784
99 C -8.751 9.846 2.175
100 C -9.484 10.140 1.055
101 C -8.607 10.062 -0.057
102 C -7.369 9.724 0.423
103 H -6.704 9.362 2.399
104 H -9.033 9.793 3.215
105 H -10.535 10.383 1.035
106 H -8.856 10.233 -1.093
107 H -6.430 9.562 -0.083
108 N 7.844 -7.343 0.018
109 C 7.508 -7.443 -1.305
110 C 8.583 -7.966 -1.976
111 C 9.606 -8.196 -1.021
112 C 9.120 -7.805 0.200
113 H 7.247 -6.986 0.745
114 H 6.535 -7.133 -1.653
115 H 8.629 -8.163 -3.036
116 H 10.588 -8.604 -1.208
117 H 9.571 -7.814 1.180

Results
**LUMO level**: 1.152 eV
**DFT total energy**: -88827.8241 eV
**Total charge**: -1
**Orbital gap**: 6.432 eV

These are the Löwdin partial charges, in e, on atoms 1 to 5:
1. C -0.13
2. C -0.28
3. In 0.42
4. O -0.45
5. C -0.43


# 3
A molecular structure, C44H60BaGeIN4O4S2. Source: the OMol25 dataset; level of theory: ωB97M-V with the def2-TZVPD basis set.

Geometry (Å):
1 Ba 0.885 0.050 -0.025
2 C 4.266 1.815 -1.151
3 C 4.377 0.293 -1.054
4 C 4.183 -0.319 -2.443
5 C 5.754 -0.095 -0.520
6 O 3.341 -0.178 -0.222
7 Ge 3.450 -0.937 1.604
8 O 2.305 -2.263 0.994
9 C 2.326 -3.587 1.493
10 C 3.740 -4.170 1.439
11 C 1.793 -3.603 2.928
12 C 1.410 -4.417 0.594
13 O 1.941 0.102 2.202
14 C 1.812 0.882 3.382
15 C 0.573 0.387 4.131
16 C 1.612 2.343 2.973
17 C 3.044 0.761 4.273
18 H 5.028 2.226 -1.815
19 H 3.285 2.102 -1.533
20 H 4.382 2.265 -0.164
21 H 4.957 0.022 -3.133
22 H 4.218 -1.407 -2.382
23 H 3.212 -0.035 -2.853
24 H 6.534 0.265 -1.194
25 H 5.929 0.333 0.467
26 H 5.845 -1.178 -0.434
27 H 4.405 -3.665 2.141
28 H 3.728 -5.233 1.687
29 H 4.153 -4.050 0.437
30 H 2.389 -2.940 3.557
31 H 1.836 -4.606 3.355
32 H 0.762 -3.251 2.942
33 H 1.836 -4.490 -0.408
34 H 1.288 -5.427 0.987
35 H 0.427 -3.951 0.535
36 H -0.295 0.391 3.469
37 H 0.717 -0.634 4.486
38 H 0.353 1.028 4.986
39 H 0.681 2.463 2.416
40 H 1.570 2.989 3.851
41 H 2.430 2.677 2.333
42 H 3.201 -0.270 4.591
43 H 3.945 1.089 3.753
44 H 2.917 1.378 5.163
45 C -3.519 2.757 1.687
46 C -2.192 2.436 1.046
47 N -1.790 1.198 0.988
48 N -2.755 0.340 1.575
49 C -2.537 -0.920 1.544
50 S -1.358 -1.950 0.810
51 S -3.823 -1.931 2.292
52 C -4.552 -0.792 3.506
53 C -3.728 -0.670 4.758
54 C -3.330 -1.788 5.482
55 C -2.575 -1.652 6.633
56 C -2.205 -0.392 7.081
57 C -2.596 0.728 6.368
58 C -3.350 0.587 5.214
59 C -1.361 3.581 0.539
60 C -1.777 4.908 0.719
61 C -0.995 5.993 0.363
62 C 0.264 5.779 -0.187
63 C 0.709 4.500 -0.419
64 C -0.092 3.382 -0.100
65 O 0.287 2.201 -0.399
66 H -4.324 2.234 1.171
67 H -3.750 3.811 1.706
68 H -3.524 2.380 2.708
69 H -5.553 -1.175 3.716
70 H -4.644 0.181 3.027
71 H -3.600 -2.775 5.128
72 H -2.269 -2.532 7.182
73 H -1.606 -0.289 7.976
74 H -2.308 1.715 6.705
75 H -3.646 1.463 4.653
76 H -2.738 5.126 1.153
77 H -1.366 6.996 0.522
78 H 0.899 6.621 -0.439
79 H 1.675 4.308 -0.866
80 I -0.940 1.978 -3.340
81 C 0.075 0.792 -4.705
82 C 0.257 1.205 -5.998
83 C 0.899 0.370 -6.937
84 C 1.330 -0.874 -6.589
85 C 1.168 -1.343 -5.263
86 C 1.593 -2.633 -4.862
87 C 1.448 -3.073 -3.577
88 C 0.875 -2.228 -2.575
89 C 0.482 -1.018 -3.019
90 C 0.555 -0.485 -4.305
91 H -0.099 2.179 -6.306
92 H 1.038 0.731 -7.947
93 H 1.805 -1.521 -7.316
94 H 2.051 -3.273 -5.605
95 H 1.784 -4.062 -3.290
96 H 0.804 -2.565 -1.552
97 C -4.134 -1.726 -4.181
98 C -2.750 -1.430 -3.558
99 N -2.776 -1.683 -2.131
100 C -2.916 -3.106 -1.897
101 C -4.152 -3.642 -2.658
102 N -4.925 -2.445 -3.133
103 C -5.211 -1.518 -1.985
104 C -3.856 -0.942 -1.516
105 H -4.092 -2.369 -5.060
106 H -4.687 -0.821 -4.431
107 H -2.490 -0.389 -3.737
108 H -1.980 -2.056 -4.010
109 H -3.017 -3.264 -0.824
110 H -2.009 -3.618 -2.222
111 H -4.819 -4.229 -2.027
112 H -3.901 -4.222 -3.547
113 H -5.807 -2.757 -3.534
114 H -5.691 -2.117 -1.210
115 H -5.914 -0.766 -2.344
116 H -3.789 -1.024 -0.436
117 H -3.748 0.111 -1.783

Results
**LUMO level (spin up / spin down)**: -0.840 / -0.908 eV
**DFT total energy**: -147733.6469 eV
**Orbital gap (spin up / spin down)**: 5.619 / 5.549 eV
**Spin multiplicity**: 2

These are the Löwdin partial charges, in e, on atoms 1 to 5:
1. Ba 1.81
2. C -0.03
3. C -0.73
4. C -0.03
5. C -0.07


# 4
A molecular structure, C44H60CaClN3O8. Source: the OMol25 dataset; level of theory: ωB97M-V with the def2-TZVPD basis set.

Geometry (Å):
1 Ca -0.862 1.857 0.087
2 C -1.049 -1.268 -2.632
3 N 0.019 -1.463 -1.667
4 C 1.186 -2.067 -2.269
5 C -0.431 -2.209 -0.500
6 C 0.178 -1.723 0.810
7 N -0.389 -0.491 1.337
8 C 0.464 0.010 2.446
9 C 1.924 0.255 2.166
10 C 2.871 -0.436 2.908
11 C 4.226 -0.139 2.837
12 C 4.574 0.944 2.025
13 C 3.672 1.679 1.271
14 C 2.289 1.289 1.256
15 O 1.416 1.812 0.472
16 C 4.117 2.934 0.511
17 C 3.845 2.774 -0.990
18 C 3.313 4.132 1.038
19 C 5.605 3.254 0.689
20 C 5.300 -0.890 3.618
21 C 4.704 -1.962 4.533
22 C 6.096 0.086 4.499
23 C 6.267 -1.582 2.645
24 C -1.724 -0.723 1.921
25 C -2.770 -1.341 1.030
26 C -3.316 -2.562 1.359
27 C -4.319 -3.155 0.588
28 C -4.770 -2.416 -0.499
29 C -4.267 -1.170 -0.873
30 C -3.174 -0.619 -0.140
31 O -2.527 0.430 -0.488
32 C -4.921 -0.488 -2.090
33 C -4.677 -1.342 -3.344
34 C -4.413 0.930 -2.383
35 C -6.436 -0.375 -1.850
36 C -4.845 -4.543 0.947
37 C -5.918 -5.028 -0.029
38 C -3.686 -5.553 0.915
39 C -5.453 -4.530 2.357
40 H -1.443 -2.223 -3.023
41 H -0.675 -0.682 -3.474
42 H -1.861 -0.710 -2.160
43 H 0.993 -3.102 -2.612
44 H 2.007 -2.094 -1.550
45 H 1.504 -1.481 -3.132
46 H -0.162 -3.275 -0.602
47 H -1.518 -2.161 -0.449
48 H 1.246 -1.555 0.661
49 H 0.068 -2.534 1.556
50 H 0.398 -0.705 3.286
51 H 0.027 0.947 2.793
52 H 2.509 -1.223 3.561
53 H 5.619 1.224 1.987
54 H 2.782 2.601 -1.141
55 H 4.398 1.923 -1.397
56 H 4.142 3.675 -1.537
57 H 2.249 3.986 0.867
58 H 3.630 5.052 0.535
59 H 3.467 4.250 2.113
60 H 6.244 2.461 0.290
61 H 5.862 3.414 1.739
62 H 5.831 4.174 0.143
63 H 4.012 -1.523 5.255
64 H 5.505 -2.461 5.087
65 H 4.167 -2.719 3.958
66 H 5.418 0.635 5.156
67 H 6.638 0.814 3.894
68 H 6.823 -0.453 5.116
69 H 5.734 -2.333 2.058
70 H 7.080 -2.077 3.188
71 H 6.702 -0.861 1.952
72 H -2.085 0.251 2.262
73 H -1.614 -1.367 2.812
74 H -2.937 -3.064 2.246
75 H -5.565 -2.832 -1.107
76 H -3.605 -1.424 -3.537
77 H -5.150 -0.882 -4.218
78 H -5.078 -2.352 -3.229
79 H -3.364 0.936 -2.666
80 H -4.503 1.583 -1.517
81 H -5.002 1.352 -3.205
82 H -6.912 -1.350 -1.724
83 H -6.914 0.129 -2.695
84 H -6.625 0.213 -0.949
85 H -5.527 -5.078 -1.047
86 H -6.786 -4.366 -0.025
87 H -6.253 -6.029 0.258
88 H -3.234 -5.573 -0.078
89 H -4.039 -6.560 1.162
90 H -2.909 -5.277 1.629
91 H -6.287 -3.827 2.403
92 H -4.714 -4.221 3.098
93 H -5.819 -5.525 2.633
94 O -1.630 4.844 2.645
95 Cl -0.746 3.810 2.198
96 O 0.293 3.591 3.166
97 O -1.503 2.566 2.058
98 O -0.174 4.151 0.923
99 O -2.907 4.950 -2.126
100 C -2.160 4.083 -1.654
101 O -2.331 3.329 -0.670
102 C -0.830 3.889 -2.416
103 C -0.428 4.894 -3.331
104 C 0.712 4.728 -4.049
105 C 1.470 3.544 -3.881
106 C 2.659 3.283 -4.597
107 C 3.356 2.127 -4.388
108 C 2.892 1.185 -3.447
109 C 1.746 1.408 -2.737
110 C 1.002 2.593 -2.944
111 N -0.140 2.789 -2.218
112 H -1.066 5.761 -3.424
113 H 1.059 5.481 -4.749
114 H 3.010 4.022 -5.310
115 H 4.273 1.933 -4.931
116 H 3.471 0.286 -3.271
117 H 1.387 0.718 -1.981

Results
**LUMO level**: 3.988 eV
**DFT total energy**: -98414.9101 eV
**Total charge**: -2
**Orbital gap**: 6.098 eV

These are the Löwdin partial charges, in e, on atoms 1 to 5:
1. Ca 1.42
2. C -0.10
3. N -0.25
4. C -0.12
5. C -0.18


Question: Which formula does entry 1 have?
Answer: C44H59EuFN2O3